(1)
157
Properties=species:S:1:pos:R:3:forces:R:3 method="wB97M-V/def2-TZVPD" e_tot_ev=-186826.4155 max_force_ev_per_a=12.11 orbital_gap_ev=7.27 homo_energy_ev=-8.9 total_charge=0 smiles="CC(=O)N(C(C)=O)C1=CC(=O)c2cc(OC#N)cc(B(N)O)c2C1=O.O=S1(=O)CCCC1.O=S1(=O)CCCC1.O=S1(=O)CCCC1.O=S1(=O)CCCC1.O=S1(=O)CCCC1.O=S1(=O)CCCC1.O=S1(=O)CCCC1.O=S1(=O)CCCC1"
C 3.562204 -1.020046 0.777907 0.2 -0.4 0.7
C 2.334032 -0.177878 0.093373 3.2 5.1 -4.5
O 2.681621 0.872058 -0.701122 -2.4 -6.6 5.1
N 0.858116 -0.459095 0.231819 0.7 -2.2 1.6
C 0.587597 -0.283302 1.741264 -0.1 -3.8 6.2
C 0.087968 1.156024 2.409426 1.8 -0.2 -0.5
O 0.785660 -1.286083 2.640692 -1.1 5.9 -6.4
C 0.456053 -1.840086 -0.215021 0.9 -3.6 -1.3
C 1.243063 -2.793451 -1.037944 -1.6 1.5 1.4
C 0.719343 -4.321572 -1.472068 0.8 -1.8 -2.8
O 1.142433 -4.941372 -2.579327 -2.4 3.8 6.8
C -0.329575 -5.019355 -0.379136 -1.1 -1.0 1.5
C -0.388451 -6.659368 -0.203165 -2.4 2.5 2.1
C -1.449744 -7.283612 0.910068 0.6 4.7 -0.9
O -1.447379 -8.774117 1.045178 4.1 2.0 3.2
C -0.258711 -9.031982 1.916156 6.6 -0.2 2.3
N 0.902616 -9.158546 2.524856 -10.8 1.0 -5.5
C -2.386433 -6.282809 1.812309 2.8 0.4 -2.7
C -2.272857 -4.651055 1.613293 2.0 -1.9 -2.1
B -3.216510 -3.694078 2.598980 0.6 1.2 2.1
N -4.633087 -3.246952 2.275892 2.0 -0.2 -1.0
O -2.550659 -3.235517 3.860434 -2.7 -1.5 -2.5
C -1.255917 -3.962533 0.527376 0.1 -4.1 0.0
C -1.067919 -2.359832 0.238127 -3.3 3.7 0.2
O -2.046613 -1.429838 0.292422 5.9 -6.1 0.0
H 4.439835 -0.303462 1.126601 -2.2 -1.2 -1.0
H 3.232163 -1.622557 1.729752 0.3 1.2 -2.0
H 4.052038 -1.784996 0.023337 -1.3 1.7 1.3
H 0.752229 1.294226 3.390753 -1.6 -0.5 -2.1
H 0.407864 2.004329 1.669812 -1.0 -1.5 1.3
H -1.041793 1.160641 2.713355 2.2 -0.3 -0.9
H 2.303983 -2.499418 -1.431407 -2.3 -0.6 0.7
H 0.302979 -7.395184 -0.835951 -1.8 2.0 1.5
H -3.118037 -6.788789 2.606761 1.8 1.4 -2.0
H -5.089829 -3.844166 1.549609 0.7 0.8 0.7
H -4.531341 -2.278495 1.859081 -0.4 -1.3 0.8
H -3.235010 -3.021081 4.560071 0.9 0.2 -1.3
O -2.662969 0.130071 4.021901 -0.3 -0.3 0.1
S -3.160412 -0.004187 5.374920 0.3 0.0 0.2
O -3.855647 -1.191073 5.831429 0.1 -0.1 -0.5
C -1.828082 0.350254 6.504027 0.4 0.1 0.2
C -1.904590 1.855095 6.714616 0.0 0.2 0.0
C -3.389943 2.176094 6.873642 -0.1 0.2 0.4
C -4.139852 1.437800 5.766110 -0.6 0.5 0.1
H -0.878674 0.024066 6.075999 -0.2 -0.1 -0.1
H -2.026619 -0.188330 7.435455 0.0 0.0 -0.2
H -1.325545 2.168604 7.588142 -0.1 -0.1 -0.3
H -1.505209 2.377975 5.837387 0.0 -0.1 0.1
H -3.736578 1.823114 7.852511 0.0 0.0 -0.1
H -3.578354 3.253263 6.827777 0.0 -0.3 0.0
H -5.134049 1.123627 6.093810 0.2 -0.1 -0.2
H -4.220912 2.047834 4.862253 0.1 -0.2 0.1
O -6.824218 -8.624898 1.538342 0.5 0.0 0.1
S -5.569560 -9.347266 1.550735 0.0 0.1 0.1
O -4.358689 -8.788808 2.118509 -0.5 0.2 0.0
C -5.850659 -10.954713 2.266775 -0.1 -0.5 0.3
C -6.245526 -11.828252 1.085353 -0.2 -0.2 -0.1
C -5.290892 -11.450650 -0.046323 0.2 -0.3 -0.1
C -5.230087 -9.925233 -0.105276 0.2 -0.1 -0.7
H -6.625401 -10.892318 3.032846 0.1 0.2 -0.1
H -4.909078 -11.293128 2.709433 -0.1 0.1 0.0
H -6.181464 -12.891867 1.332834 0.0 0.2 0.0
H -7.277880 -11.611163 0.786092 0.1 0.0 0.1
H -4.293028 -11.851554 0.169266 -0.1 0.1 0.0
H -5.613042 -11.870256 -1.004471 0.1 0.1 0.1
H -4.243447 -9.573742 -0.417548 -0.2 0.1 0.1
H -5.997763 -9.519473 -0.769883 0.1 0.0 0.2
O 0.365519 3.580272 8.065317 0.2 -0.1 -0.4
S 0.831769 3.998941 6.760150 0.0 0.0 -0.3
O 0.895770 3.091772 5.631699 -0.1 -0.1 0.5
C -0.076573 5.453649 6.276048 -0.3 0.4 -0.1
C 0.734422 6.608988 6.843699 0.0 0.2 0.2
C 2.196364 6.268252 6.558701 0.2 0.3 -0.2
C 2.412526 4.808435 6.954020 0.7 0.2 0.1
H -1.093198 5.407859 6.670206 0.1 -0.2 -0.1
H -0.097227 5.486777 5.182649 0.0 -0.1 0.1
H 0.444528 7.562890 6.393520 0.0 -0.2 0.1
H 0.576281 6.682806 7.926279 0.0 0.0 -0.1
H 2.398173 6.394259 5.488032 0.0 0.0 0.2
H 2.879206 6.929483 7.101285 -0.1 -0.1 -0.1
H 3.150702 4.322596 6.310922 -0.2 -0.1 0.2
H 2.713543 4.717761 8.001320 -0.1 -0.1 -0.1
O 7.603155 2.327535 -1.993097 0.0 0.5 0.1
S 6.779986 3.476953 -2.305131 0.0 -0.1 0.0
O 6.992261 4.772524 -1.691222 0.3 -0.4 0.1
C 6.741687 3.680129 -4.075122 0.1 0.0 -0.6
C 5.568589 2.822762 -4.526247 -0.1 -0.2 -0.2
C 4.450408 3.087856 -3.519274 -0.3 0.0 -0.2
C 5.064265 3.013806 -2.122219 -0.6 -0.2 0.2
H 7.693598 3.367745 -4.507863 0.0 0.1 0.2
H 6.560475 4.738181 -4.286625 0.1 -0.2 0.0
H 5.261736 3.066809 -5.547477 0.1 0.0 0.3
H 5.846236 1.762268 -4.499723 0.0 0.1 0.0
H 4.037526 4.089826 -3.688154 0.0 -0.1 0.0
H 3.629574 2.372143 -3.628290 0.1 0.2 0.0
H 4.573754 3.703080 -1.430252 0.2 -0.2 0.0
H 5.028556 1.996536 -1.722774 0.1 0.2 0.0
O -3.796845 4.449185 4.919275 0.0 0.5 0.0
S -4.620014 5.598602 4.607240 0.0 0.6 -0.1
O -4.407739 6.894174 5.221150 0.3 -0.7 0.0
C -4.658313 5.801778 2.837249 0.1 0.0 -0.6
C -5.831411 4.944412 2.386124 -0.1 -0.2 -0.2
C -6.949592 5.209505 3.393097 -0.3 0.1 -0.2
C -6.335735 5.135456 4.790153 -0.6 -0.2 0.2
H -3.706402 5.489394 2.404508 0.0 0.1 0.2
H -4.839525 6.859831 2.625746 0.1 -0.1 0.1
H -6.138264 5.188459 1.364894 0.1 -0.1 0.2
H -5.553764 3.883917 2.412648 0.0 0.1 -0.1
H -7.362474 6.211475 3.224217 0.1 -0.1 0.0
H -7.770426 4.493792 3.284081 0.1 0.1 0.0
H -6.826246 5.824730 5.482120 0.3 -0.1 0.0
H -6.371444 4.118185 5.189597 0.1 0.2 0.0
O 4.465862 5.206942 -7.145886 -0.2 -0.3 0.3
S 3.444538 4.219578 -7.425427 -0.4 0.0 0.1
O 2.784325 3.468315 -6.376535 0.5 0.4 0.0
C 2.203990 4.968602 -8.462547 -0.4 0.3 -0.3
C 2.704520 4.729449 -9.879242 0.1 0.1 -0.2
C 3.211862 3.288371 -9.901551 -0.2 -0.2 -0.3
C 4.071739 3.085524 -8.655142 0.4 -0.5 -0.4
H 2.100253 6.026739 -8.216442 0.1 -0.2 0.2
H 1.259378 4.445846 -8.285122 0.2 0.0 0.1
H 1.914277 4.893276 -10.617689 0.1 0.0 0.1
H 3.529220 5.415301 -10.107094 -0.1 0.0 0.0
H 2.357850 2.600642 -9.876469 0.1 0.1 0.0
H 3.779639 3.073280 -10.812189 -0.1 0.0 0.2
H 3.997556 2.062638 -8.277360 0.1 0.2 0.1
H 5.118597 3.337336 -8.845799 -0.2 0.0 0.2
O 4.164452 9.311559 -5.568249 -0.3 0.1 0.4
S 3.888409 9.067739 -4.168076 -0.4 0.0 0.0
O 2.681490 9.542689 -3.521375 0.3 0.0 -0.5
C 4.058038 7.321664 -3.854930 0.0 -0.5 0.0
C 5.528980 7.143221 -3.509624 0.1 -0.2 -0.1
C 5.882057 8.308467 -2.586511 0.2 -0.2 0.3
C 5.308021 9.578889 -3.211474 0.5 0.3 0.4
H 3.751053 6.752719 -4.734160 -0.1 0.2 0.0
H 3.420119 7.071151 -3.002082 0.0 0.1 -0.1
H 5.715462 6.176494 -3.032873 0.0 0.3 0.0
H 6.137650 7.195418 -4.420248 -0.1 0.0 0.0
H 5.428001 8.144126 -1.601746 0.1 0.0 -0.1
H 6.963125 8.394708 -2.439030 -0.2 0.0 0.0
H 4.993127 10.295565 -2.448758 -0.1 0.0 -0.3
H 6.023624 10.048927 -3.891657 -0.2 -0.1 0.0
O -1.551907 -8.871761 -2.493073 -0.2 -0.3 -0.2
S -1.383389 -9.528536 -3.772285 -0.3 -0.1 -0.2
O -2.338113 -10.493233 -4.280530 0.1 0.3 0.5
C -1.110720 -8.281394 -5.015629 0.1 0.4 -0.4
C 0.396763 -8.075863 -5.017116 0.2 0.2 0.1
C 1.005590 -9.474610 -4.930881 0.3 0.0 -0.3
C 0.256574 -10.234199 -3.837232 0.6 -0.4 0.1
H -1.667429 -7.376598 -4.765826 -0.1 -0.2 0.1
H -1.454338 -8.683141 -5.973529 0.0 0.0 0.2
H 0.728816 -7.542917 -5.912849 -0.1 0.0 0.2
H 0.696564 -7.487548 -4.141648 -0.1 0.0 -0.1
H 0.876658 -9.988324 -5.891303 0.0 0.1 0.1
H 2.079037 -9.436482 -4.720748 -0.2 0.0 0.0
H 0.184358 -11.300611 -4.065417 -0.2 0.2 0.2
H 0.725140 -10.093275 -2.859348 -0.2 0.0 -0.1

***

(2)
95
Properties=species:S:1:pos:R:3:forces:R:3 method="wB97M-V/def2-TZVPD" e_tot_ev=-225741.5803 max_force_ev_per_a=4.99 orbital_gap_ev=7.52 homo_energy_ev=-12.1 total_charge=+1 relative_energy_ev=9.884
C 6.306329 0.062525 2.232143 -0.1 -1.0 -0.2
C 4.736189 -0.363301 2.569785 1.2 -0.8 0.1
O 4.850608 -1.375901 3.672835 0.3 -0.4 -2.8
C 3.989593 -1.107564 1.270826 0.8 -1.7 1.9
O 2.809538 -0.399910 0.780819 2.6 1.3 -1.0
C 3.098822 0.807031 0.014764 -2.4 -1.3 -1.7
C 4.437943 0.966050 -0.899782 1.2 0.7 0.0
C 4.439196 0.161571 -2.324279 0.2 -0.3 -0.4
C 3.795153 -1.341783 -2.291287 0.4 0.0 -0.3
Br 3.075036 -1.667795 -4.172748 0.4 0.1 1.4
C 1.688913 0.954183 -0.875244 -1.9 -1.9 -0.5
O 0.928018 2.188422 -0.546141 3.8 0.1 1.7
C 1.961375 3.001850 0.155172 -2.6 1.9 -2.6
C 1.283639 4.267773 0.945554 -1.5 -0.2 0.3
C 0.413113 3.866437 2.278274 1.2 0.4 0.4
O -0.583590 2.809479 2.044503 -0.5 1.6 1.3
C -1.706585 2.877123 2.992711 -0.6 0.7 0.2
C -1.800682 1.497360 3.878861 0.3 1.6 2.1
F -0.419174 0.991945 4.061504 -4.0 0.7 -0.6
F -2.282091 1.885407 5.254515 1.4 -1.3 -4.1
C -2.875231 0.390782 3.319726 -2.2 -1.1 0.6
F -3.239411 -0.564645 4.411209 1.4 3.0 -3.5
F -4.172065 1.025598 2.886107 4.5 -1.6 1.6
C -2.351954 -0.503681 2.048222 -2.0 -1.5 -2.6
F -3.578202 -1.160323 1.458860 3.9 2.2 1.9
F -1.758382 0.293703 0.935429 -1.7 -2.1 3.8
C -1.330945 -1.729530 2.440845 0.7 -2.1 -1.3
F -2.035261 -2.957897 2.951129 2.0 4.2 -1.7
F -0.658003 -2.135690 1.150464 -2.0 1.1 3.8
N 2.784216 1.979682 0.968598 -1.1 1.7 -0.6
Br 4.189352 3.057278 1.576822 0.7 -0.2 0.8
H 6.719815 -0.776447 1.490978 -0.8 1.9 1.5
H 6.979836 -0.045761 3.208223 -1.7 0.6 -2.1
H 6.410819 1.100643 1.703147 -0.1 -2.0 1.2
H 4.097140 0.506979 3.019996 1.2 -1.7 -0.9
H 5.213416 -2.210454 3.209494 -0.8 1.9 1.2
H 3.585697 -2.134387 1.730966 0.6 2.5 -1.2
H 4.760747 -1.442598 0.440726 -1.6 1.1 1.4
H 5.453616 0.678182 -0.350202 -2.5 0.6 -0.7
H 4.566342 2.120425 -1.176768 -0.5 -2.4 0.7
H 3.916292 0.799639 -3.165748 0.9 -1.3 1.9
H 5.575430 0.045104 -2.663996 -2.5 0.4 0.8
H 2.868893 -1.479821 -1.590441 2.0 0.2 -1.3
H 4.629444 -2.172749 -2.151171 -2.0 1.8 0.0
H 0.951905 0.108233 -0.512130 1.8 1.4 -0.5
H 1.742288 0.784626 -2.029892 0.5 0.7 2.1
H 2.567902 3.521674 -0.702433 -0.3 -1.4 1.8
H 2.048800 5.098852 1.270872 -1.3 -1.9 -0.7
H 0.523164 4.788324 0.190675 1.8 -1.4 1.3
H -0.095519 4.874397 2.662452 1.2 -2.3 -0.7
H 1.193218 3.438377 3.068271 -1.7 1.1 -1.2
H -2.708823 3.076612 2.388444 2.1 -0.8 1.3
H -1.629023 3.784051 3.763443 0.1 -2.2 -1.5
H -0.489293 -1.422924 3.198241 -1.8 -0.7 -1.5
H 2.134637 1.673919 1.751793 1.1 0.0 -0.8
C -1.251862 -2.569815 -2.957393 -0.3 -0.8 0.8
C -1.352743 -1.084005 -2.834174 -0.7 0.6 0.7
O -0.564803 -0.613888 -3.911325 0.4 -0.5 -0.7
C -0.526670 -1.612978 -4.840853 0.9 0.2 -2.5
O -0.077235 -1.488357 -5.967867 -1.0 -0.3 2.6
O -1.057746 -2.768684 -4.345096 0.3 0.8 -0.5
H -2.157560 -3.078440 -2.615851 0.1 0.0 -0.2
H -0.390085 -2.976687 -2.418061 0.0 0.0 0.0
H -2.378545 -0.722538 -2.962119 0.1 -0.1 0.1
H -0.963401 -0.718190 -1.880104 0.0 0.1 -0.2
C -3.651862 1.976339 -1.734316 -0.4 -0.8 0.8
C -3.752743 3.462149 -1.611097 -0.4 0.5 0.7
O -2.964803 3.932266 -2.688248 0.2 -0.4 -0.6
C -2.926670 2.933176 -3.617776 1.0 0.1 -2.6
O -2.477235 3.057797 -4.744791 -1.0 -0.3 2.7
O -3.457746 1.777470 -3.122019 0.4 0.8 -0.5
H -4.557560 1.467713 -1.392774 0.2 0.0 -0.2
H -2.790085 1.569467 -1.194984 0.0 0.0 0.0
H -4.778545 3.823616 -1.739042 0.1 0.0 0.0
H -3.363401 3.827964 -0.657027 0.0 0.1 -0.2
C 1.441658 -5.470141 3.939204 -0.3 -0.8 0.9
C 1.340777 -3.984331 4.062423 -0.5 0.6 1.0
O 2.128717 -3.514214 2.985272 0.3 -0.4 -0.8
C 2.166850 -4.513304 2.055744 0.6 -0.3 -2.2
O 2.616285 -4.388683 0.928729 -0.9 -0.1 2.4
O 1.635774 -5.669010 2.551501 0.5 1.0 -0.7
H 0.535960 -5.978767 4.280746 0.2 0.0 -0.2
H 2.303435 -5.877013 4.478536 -0.1 0.1 -0.1
H 0.314975 -3.622864 3.934478 0.1 -0.1 0.0
H 1.730119 -3.618516 5.016493 0.0 0.1 -0.3
C -7.405855 -1.267413 -4.435436 -0.9 -0.5 -0.5
C -7.120549 0.196364 -4.530036 -0.6 0.8 -0.8
O -6.231107 0.424789 -3.453546 0.6 -0.9 0.6
C -5.630917 -0.769158 -3.174405 1.5 -0.3 1.1
O -4.684976 -0.903886 -2.416298 -1.9 0.2 -1.4
O -6.226534 -1.791805 -3.854777 0.8 0.7 0.7
H -7.590541 -1.719747 -5.413661 0.2 0.0 0.2
H -8.252198 -1.486832 -3.776161 0.1 0.0 0.0
H -6.619484 0.465046 -5.466007 0.0 0.0 0.1
H -8.023289 0.804035 -4.423018 0.3 0.0 0.1